Entry 1:
{"formula": "C13H21AgBN2", "method": "ωB97M-V with the def2-TZVPD basis set", "homo_ev": -3.8298, "e_lumo_ev": 2.92, "charge": -1, "molar_mass_g_mol": 324.005, "homo_lumo_gap_ev": 6.8, "energy_ev": -21479.217, "elements": ["Ag", "C", "C", "C", "C", "C", "C", "C", "C", "N", "C", "C", "C", "C", "H", "H", "H", "H", "H", "H", "H", "H", "H", "H", "H", "H", "H", "H", "H", "H", "H", "H", "B", "C", "N", "H", "H", "H"], "xyz": [[0.0184, -0.0011, -0.1634], [-4.8881, 0.0547, 1.3475], [-3.7096, 0.0428, 2.2877], [-3.9039, 0.0480, 3.6712], [-2.7936, 0.0367, 4.5016], [-2.9660, 0.0419, 6.0013], [-1.5076, 0.0204, 3.9776], [-1.2456, 0.0141, 2.5826], [-2.4298, 0.0263, 1.7813], [-0.0378, -0.0014, 1.9647], [1.2830, -0.0182, 2.5828], [2.0327, -1.2767, 2.1026], [1.3513, -0.0196, 4.1162], [2.0644, 1.2211, 2.1033], [-5.8296, 0.0666, 1.8974], [-4.8798, -0.8251, 0.7010], [-4.8595, 0.9319, 0.6980], [-4.9058, 0.0607, 4.0875], [-4.0211, 0.0552, 6.2756], [-2.4854, 0.9174, 6.4445], [-2.5067, -0.8430, 6.4482], [-0.6964, 0.0129, 4.6892], [-2.3165, 0.0224, 0.7010], [1.5024, -2.1726, 2.4317], [3.0550, -1.3050, 2.4907], [2.0758, -1.2934, 1.0114], [0.8663, -0.9029, 4.5329], [0.8910, 0.8767, 4.5334], [2.4001, -0.0341, 4.4180], [2.1081, 1.2372, 1.0120], [3.0870, 1.2234, 2.4915], [1.5569, 2.1300, 2.4325], [0.1836, -0.0014, -4.8854], [0.1329, -0.0017, -3.3270], [0.1018, -0.0018, -2.1733], [0.2324, -1.1605, -5.2393], [-0.8248, 0.5472, -5.2759], [1.1818, 0.6089, -5.2059]], "atomic_forces_ev_per_a": [[-0.1, 0.0, 0.9], [0.1, 0.0, 0.0], [0.0, 0.0, 0.2], [-0.1, 0.0, 0.0], [0.0, 0.0, 0.0], [0.0, 0.0, -0.1], [0.0, 0.0, 0.2], [-0.2, 0.0, 0.1], [0.3, 0.0, -0.1], [-0.2, 0.0, -0.5], [0.3, 0.0, 0.1], [-0.1, 0.1, 0.0], [0.2, 0.0, -0.1], [-0.1, -0.1, 0.0], [0.0, 0.0, 0.0], [0.0, 0.0, 0.0], [0.0, 0.0, 0.0], [0.0, 0.0, 0.0], [0.0, 0.0, 0.0], [0.0, 0.0, 0.0], [0.0, 0.0, 0.0], [-0.6, 0.0, -0.1], [0.1, 0.0, -0.1], [0.0, 0.0, 0.0], [0.0, 0.0, 0.0], [0.0, 0.0, 0.0], [0.2, 0.0, 0.0], [0.2, 0.0, 0.0], [0.1, 0.0, 0.0], [0.0, 0.0, 0.0], [0.0, 0.0, 0.0], [0.0, 0.0, 0.0], [0.0, 0.0, -0.3], [0.0, 0.0, 0.5], [0.0, 0.0, -0.6], [0.0, 0.0, -0.1], [0.0, 0.0, -0.1], [0.0, 0.0, -0.1]]}

=====

Entry 2:
{"formula": "C23H24N7O2RuSeSi", "method": "ωB97M-V with the def2-TZVPD basis set", "homo_ev": [-6.7872, -7.6384], "e_lumo_ev": [-0.43, -1.05], "charge": 0, "molar_mass_g_mol": 638.608, "multiplicity": 6, "homo_lumo_gap_ev": [6.4, 6.6], "energy_ev": -114571.642, "elements": ["Ru", "O", "C", "C", "C", "C", "C", "C", "C", "N", "N", "C", "O", "C", "C", "C", "C", "C", "C", "H", "H", "H", "H", "H", "H", "H", "H", "H", "H", "N", "C", "N", "C", "N", "C", "C", "N", "C", "C", "N", "H", "H", "H", "H", "H", "C", "Si", "C", "C", "Se", "H", "H", "H", "H", "H", "H", "H", "H", "H"], "xyz": [[-0.1144, 0.3723, 0.0395], [-1.1126, -0.8383, -1.3650], [-0.6563, -1.3004, -2.4858], [-1.5718, -1.7280, -3.4795], [-1.1433, -2.2740, -4.6618], [0.2270, -2.4385, -4.9156], [1.1392, -2.0357, -3.9779], [0.7455, -1.4381, -2.7613], [1.7508, -1.0993, -1.8155], [1.5640, -0.4567, -0.6981], [2.6622, -0.3517, 0.1163], [2.3638, -0.0187, 1.3518], [1.1683, 0.1360, 1.8113], [3.5074, 0.2384, 2.2579], [3.2920, 0.9949, 3.4068], [4.3576, 1.3487, 4.2189], [5.6445, 0.9479, 3.8893], [5.8588, 0.1720, 2.7573], [4.7972, -0.1843, 1.9424], [-2.6245, -1.6143, -3.2534], [-1.8673, -2.5890, -5.4030], [0.5557, -2.8885, -5.8427], [2.1994, -2.1720, -4.1601], [2.7758, -1.4150, -2.0077], [2.2847, 1.3175, 3.6327], [4.1862, 1.9454, 5.1059], [6.4787, 1.2339, 4.5174], [6.8632, -0.1494, 2.5113], [4.9526, -0.7879, 1.0595], [-3.3503, 0.1829, 2.8128], [-2.0798, -0.0736, 2.4955], [-1.8118, 0.5143, 1.3551], [-2.9845, 1.1316, 0.9986], [-3.9441, 0.9409, 1.8745], [-3.0356, 1.8986, -0.2276], [-4.0633, 2.7784, -0.5737], [-4.0303, 3.4972, -1.6761], [-2.9669, 3.3461, -2.4674], [-1.9400, 2.4808, -2.1363], [-1.9683, 1.7644, -1.0249], [-3.8796, -0.1251, 3.6106], [-1.3866, -0.6361, 3.0997], [-4.9181, 2.8911, 0.0849], [-2.9477, 3.9418, -3.3697], [-1.0688, 2.3571, -2.7673], [2.7549, 5.0613, -1.6389], [3.0231, 3.3928, -0.7956], [3.7541, 2.0846, -1.9389], [4.0589, 3.6860, 0.7528], [0.8950, 2.7055, -0.1498], [3.7080, 5.5569, -1.8417], [2.1687, 5.7058, -0.9816], [2.2111, 4.9620, -2.5794], [4.7361, 2.3829, -2.3152], [3.0943, 1.9162, -2.7926], [3.8551, 1.1392, -1.4031], [4.9698, 4.2357, 0.4983], [4.3427, 2.7544, 1.2447], [3.4905, 4.2839, 1.4673]], "atomic_forces_ev_per_a": [[-0.9, 2.2, -0.1], [0.0, -0.3, -0.2], [0.3, -0.2, -0.2], [0.0, 0.0, 0.1], [0.1, 0.1, 0.1], [0.0, -0.1, -0.2], [0.1, 0.1, 0.1], [-0.7, -0.1, -0.2], [0.3, 0.3, 0.6], [1.5, -1.9, -0.8], [0.8, 0.1, 0.3], [-0.3, -0.2, -0.4], [0.1, -0.4, 0.0], [0.1, 0.1, 0.1], [0.0, -0.1, -0.1], [0.0, 0.0, 0.0], [0.0, 0.0, 0.0], [0.1, 0.0, 0.0], [0.0, 0.0, 0.0], [0.0, 0.0, 0.0], [0.0, 0.0, 0.0], [0.0, 0.0, 0.0], [0.0, 0.0, 0.0], [0.0, 0.0, -0.1], [0.0, 0.0, 0.0], [0.0, 0.0, 0.0], [0.0, 0.0, 0.0], [0.0, 0.0, 0.0], [0.0, 0.0, 0.0], [0.0, -0.1, 0.1], [-0.1, 0.1, 0.3], [-0.9, -0.1, 0.6], [0.2, -0.6, 0.8], [0.0, 0.2, -0.3], [0.1, 0.7, -1.1], [-0.1, -0.4, 0.6], [0.1, 0.2, -0.4], [-0.4, 0.0, 0.3], [0.3, -0.2, -0.2], [-0.6, 0.1, 0.6], [0.0, 0.0, 0.0], [0.0, 0.0, 0.0], [0.0, 0.0, 0.0], [0.1, 0.0, -0.1], [0.0, 0.1, 0.0], [0.1, -0.3, 0.1], [-0.3, -0.3, 0.2], [-0.1, 0.3, 0.1], [-0.1, -0.1, -0.3], [0.2, 0.6, -0.3], [0.0, 0.0, 0.0], [0.0, 0.0, 0.0], [0.0, 0.0, 0.0], [0.0, 0.0, 0.0], [0.0, 0.1, 0.0], [0.0, 0.1, 0.1], [0.0, 0.0, 0.0], [0.0, 0.0, 0.0], [0.0, 0.0, 0.0]]}